(1)
Molecular formula: C23H55N4O17V
Method: DFT, wB97M-V/def2-TZVPD

Last column: Mulliken charge in e.
CARTESIAN COORDINATES (ANGSTROEM)
O (-17.053, -1.753, 10.098)  0.07
V (-16.050, -0.580, 9.708)  0.92
O (-16.327, 0.618, 10.836)  0.04
O (-12.487, 1.934, 8.137)  -0.58
C (-13.720, 1.340, 7.939)  0.51
O (-14.176, 1.275, 6.794)  -0.66
O (-14.252, 0.848, 8.986)  -0.48
H (-12.418, 1.845, 9.101)  0.32
O (-19.109, 1.714, 7.325)  -0.66
C (-18.117, 0.783, 7.247)  0.47
O (-17.773, 0.358, 6.140)  -0.71
O (-17.683, 0.343, 8.364)  -0.55
H (-19.231, 1.789, 8.287)  0.28
O (-15.762, -4.078, 8.492)  -0.44
C (-15.547, -3.081, 7.565)  0.56
O (-15.521, -3.390, 6.363)  -0.75
O (-15.368, -1.901, 7.989)  -0.66
H (-15.877, -4.860, 7.940)  0.25
C (-24.386, 3.369, 16.107)  -0.67
O (-23.615, 2.606, 15.198)  -0.35
C (-22.869, 3.365, 14.242)  -0.87
C (-21.730, 2.500, 13.742)  0.06
N (-22.123, 1.347, 12.930)  -0.34
C (-21.065, 0.362, 12.735)  -1.05
C (-19.723, 0.942, 12.323)  2.14
O (-19.892, 1.614, 11.092)  -0.43
C (-19.086, 2.751, 10.899)  -0.87
H (-23.714, 3.609, 16.937)  0.15
H (-25.248, 2.810, 16.462)  0.24
H (-24.730, 4.295, 15.637)  0.33
H (-22.456, 4.297, 14.630)  0.37
H (-23.615, 3.535, 13.456)  0.42
H (-21.182, 2.187, 14.645)  0.10
H (-21.009, 3.126, 13.211)  0.08
H (-22.881, 0.994, 13.506)  0.30
H (-21.365, -0.364, 11.976)  0.41
H (-20.938, -0.204, 13.670)  0.27
H (-18.964, 0.158, 12.260)  -0.12
H (-19.420, 1.652, 13.096)  -1.15
H (-18.973, 3.394, 11.775)  0.25
H (-19.496, 3.307, 10.052)  0.34
H (-18.121, 2.412, 10.498)  0.21
C (-18.240, -1.121, 14.870)  -0.78
O (-18.141, 0.263, 14.871)  -0.38
C (-16.875, 0.706, 14.417)  0.17
C (-16.828, 2.221, 14.217)  -0.68
N (-17.214, 3.029, 15.352)  -0.45
C (-18.661, 3.190, 15.498)  0.02
C (-19.014, 4.081, 16.684)  -0.77
O (-20.416, 4.330, 16.664)  -0.11
C (-20.726, 5.192, 17.741)  -0.94
H (-18.316, -1.575, 13.873)  0.12
H (-19.172, -1.411, 15.369)  0.30
H (-17.473, -1.672, 15.429)  0.38
H (-16.600, 0.233, 13.475)  -0.58
H (-16.067, 0.476, 15.125)  0.68
H (-17.253, 2.530, 13.253)  -0.01
H (-15.777, 2.458, 14.014)  0.71
H (-16.786, 3.943, 15.320)  0.34
H (-19.114, 2.211, 15.634)  0.20
H (-19.064, 3.642, 14.583)  0.01
H (-18.527, 5.047, 16.504)  0.38
H (-18.702, 3.593, 17.610)  0.36
H (-20.200, 6.151, 17.710)  0.36
H (-20.417, 4.715, 18.679)  0.37
H (-21.787, 5.391, 17.883)  0.24
C (-15.431, -2.347, 12.829)  -1.05
C (-14.345, -1.392, 12.398)  0.57
C (-13.012, -1.667, 13.093)  -1.08
O (-12.161, -0.622, 12.599)  -0.25
C (-10.874, -0.714, 13.148)  -0.84
N (-14.302, -1.440, 10.910)  -0.28
H (-15.620, -2.199, 13.898)  0.31
H (-15.124, -3.372, 12.598)  0.49
H (-16.393, -2.177, 12.348)  -0.15
H (-14.713, -0.390, 12.636)  0.21
H (-12.550, -2.653, 12.991)  0.42
H (-13.174, -1.524, 14.169)  0.40
H (-10.890, -0.736, 14.246)  0.32
H (-10.312, 0.179, 12.872)  0.25
H (-10.308, -1.596, 12.830)  0.32
H (-13.878, -2.356, 10.748)  0.25
H (-13.505, -0.821, 10.721)  0.39
C (-21.281, -0.906, 7.079)  -1.38
C (-21.644, -1.760, 8.301)  0.24
C (-20.527, -1.826, 9.307)  0.71
O (-20.831, -2.906, 10.181)  -0.48
C (-20.085, -2.938, 11.369)  -0.27
N (-22.889, -1.290, 8.893)  -0.77
H (-21.957, -0.956, 6.224)  0.36
H (-20.319, -1.157, 6.622)  0.38
H (-21.150, 0.138, 7.371)  0.22
H (-21.818, -2.776, 7.932)  0.22
H (-20.417, -0.869, 9.833)  -0.42
H (-19.572, -2.035, 8.817)  0.17
H (-20.076, -1.992, 11.919)  -0.11
H (-19.061, -3.227, 11.109)  0.18
H (-20.429, -3.683, 12.091)  0.42
H (-22.907, -0.328, 9.207)  0.28
H (-23.066, -1.850, 9.721)  0.31

Summary:
Electronic energy   -91199.3829 eV
HOMO level   -2.503 eV
Total charge   -2
Molecular weight   710.65 g mol⁻¹
ΔE to the lowest compared entry with this formula, charge and spin   0.000 eV

(2)
Molecular formula: C23H55N7O9
Method: DFT, wB97M-V/def2-TZVPD

Last column: Mulliken charge in e.
CARTESIAN COORDINATES (ANGSTROEM)
C (0.271, 1.194, 6.734)  -0.91
N (1.716, 1.173, 6.473)  0.12
C (2.476, 2.366, 6.410)  -0.97
C (2.303, 0.082, 5.965)  0.21
O (3.457, -0.004, 5.675)  -0.59
H (-0.206, 0.224, 6.609)  0.33
H (-0.265, 1.880, 6.085)  0.20
H (0.037, 1.390, 7.744)  0.36
H (3.505, 2.008, 6.372)  0.35
H (2.303, 2.998, 5.493)  0.26
H (2.301, 2.957, 7.308)  0.34
H (1.655, -0.818, 5.677)  0.30
C (3.330, -0.875, -2.687)  -0.77
N (3.333, -0.167, -3.892)  0.33
C (4.602, 0.406, -4.446)  -0.90
C (2.182, -0.070, -4.606)  0.03
O (1.126, -0.616, -4.295)  -0.45
H (4.082, -1.658, -2.641)  0.41
H (2.409, -1.486, -2.565)  -0.15
H (3.420, -0.222, -1.798)  0.33
H (4.329, 0.664, -5.477)  0.32
H (4.870, 1.326, -3.816)  0.30
H (5.378, -0.351, -4.452)  0.32
H (2.264, 0.545, -5.542)  0.16
C (-3.881, -1.766, 2.488)  -0.81
N (-2.979, -0.941, 3.306)  0.27
C (-1.525, -0.806, 3.012)  -0.66
C (-3.411, -0.297, 4.380)  -0.11
O (-2.682, 0.314, 5.147)  -0.53
H (-4.827, -1.967, 3.050)  0.30
H (-3.417, -2.730, 2.286)  0.30
H (-4.132, -1.269, 1.592)  0.28
H (-1.359, 0.268, 2.751)  -0.06
H (-0.987, -0.943, 3.974)  0.31
H (-1.295, -1.631, 2.344)  0.37
H (-4.464, -0.443, 4.614)  0.34
C (-1.842, 3.393, 3.401)  -0.91
N (-2.806, 2.779, 2.448)  0.23
C (-4.210, 2.784, 2.747)  -1.02
C (-2.417, 2.449, 1.210)  -0.25
O (-3.177, 2.052, 0.391)  -0.64
H (-0.953, 2.835, 3.175)  0.25
H (-2.125, 3.058, 4.367)  0.38
H (-1.645, 4.455, 3.422)  0.29
H (-4.709, 3.666, 2.295)  0.31
H (-4.756, 1.915, 2.410)  0.27
H (-4.168, 2.854, 3.794)  0.39
H (-1.355, 2.474, 1.101)  0.64
C (-1.735, -2.155, -3.656)  -0.90
N (-2.162, -1.603, -2.422)  0.32
C (-2.917, -0.381, -2.373)  -0.40
C (-1.835, -2.181, -1.270)  -0.08
O (-2.151, -1.903, -0.122)  -0.47
H (-0.876, -1.644, -4.120)  0.27
H (-2.654, -2.209, -4.270)  0.37
H (-1.382, -3.186, -3.504)  0.29
H (-3.235, -0.244, -1.383)  0.16
H (-2.222, 0.431, -2.706)  -0.08
H (-3.791, -0.391, -3.031)  0.38
H (-1.221, -3.088, -1.549)  0.26
C (2.059, -1.362, 0.991)  -0.94
N (1.447, -0.065, 0.746)  0.63
C (0.573, 0.095, -0.404)  0.14
C (1.628, 0.967, 1.584)  -0.19
O (1.064, 2.060, 1.472)  -0.58
H (2.822, -1.535, 0.241)  0.24
H (1.307, -2.145, 0.812)  0.29
H (2.500, -1.493, 1.993)  0.42
H (0.235, -0.905, -0.743)  -0.14
H (-0.251, 0.684, -0.043)  -0.33
H (1.031, 0.666, -1.181)  0.13
H (2.428, 0.732, 2.342)  0.38
C (-0.777, 2.269, -3.715)  -0.97
N (0.453, 3.000, -4.097)  0.15
C (0.628, 3.171, -5.498)  -1.03
C (1.402, 3.400, -3.220)  0.22
O (2.321, 4.099, -3.590)  -0.64
H (-0.702, 1.172, -3.826)  0.13
H (-1.608, 2.655, -4.300)  0.29
H (-0.984, 2.562, -2.692)  0.42
H (-0.198, 3.784, -5.877)  0.34
H (1.559, 3.722, -5.578)  0.36
H (0.725, 2.185, -5.996)  0.25
H (1.178, 3.089, -2.197)  0.35
O (1.512, -6.489, -2.268)  -0.58
C (0.722, -5.498, -2.901)  -0.24
C (1.399, -4.194, -2.906)  -0.02
O (2.000, -3.781, -1.655)  -0.39
H (2.409, -6.326, -2.597)  0.32
H (0.591, -5.718, -3.974)  0.30
H (-0.268, -5.593, -2.434)  0.32
H (0.764, -3.374, -3.227)  -0.22
H (2.174, -4.160, -3.672)  0.29
H (2.282, -4.566, -1.223)  0.32

Summary:
Electronic energy   -53599.5639 eV
HOMO level   -8.946 eV
Total charge   0
Molecular weight   573.73 g mol⁻¹
SMILES   CN(C)C=O.CN(C)C=O.CN(C)C=O.CN(C)C=O.CN(C)C=O.CN(C)C=O.CN(C)C=O.OCCO

Number 1 is which compound?
C23H55N4O17V